Computed, not measured: a cluster of 3 separate species, C30H65FIN2O14P2S2 in total at a distorted geometry, with ωB97M-V/def2-TZVPD.

Summary:
Largest force on an atom: 11.68 eV/Å
HOMO level: -10.996 eV
LUMO energy: -5.0 eV
HOMO-LUMO gap: 5.99 eV
Charge: +1
Molecular weight: 949.834 u
Multiplicity: 1

Last column: Mulliken charge in e.
Cartesian coordinates (Å):
H 0.091 -0.432 -2.959  0.648
C 4.141 -1.125 4.800  -1.049
N -3.066 -0.538 -4.826  0.336
H 4.232 -0.517 3.895  0.294
O 4.220 3.634 5.406  -0.456
H 0.652 -0.924 -5.378  0.211
H 5.129 5.389 1.633  0.358
C 0.813 4.475 4.530  -0.246
O 4.237 4.726 3.344  -0.242
H 2.621 5.398 1.318  0.268
C 4.926 -6.637 7.600  -0.948
C 0.447 4.233 5.983  -1.093
H 3.723 -2.095 4.528  0.408
H -3.780 -3.408 -4.068  0.195
S -1.490 3.447 -4.056  1.351
P 5.785 -3.775 6.371  1.079
H -6.337 -3.286 -4.323  -0.161
O 2.207 4.728 4.394  -0.375
H -8.700 -4.256 -2.730  0.278
C 7.532 -4.071 8.356  -0.232
H -0.595 3.918 6.072  0.349
C -4.662 -4.319 -2.239  -0.555
C 6.352 2.750 4.649  -1.048
H 8.480 -3.195 6.613  0.328
C 3.233 4.513 1.127  -1.105
C 8.512 -3.113 7.705  -1.094
C -1.603 2.069 -1.887  0.037
H 7.740 -5.099 8.047  0.247
C 5.483 -1.256 5.495  -0.119
H -3.477 -1.430 -5.121  0.345
O 5.571 -3.819 4.855  -0.746
O 5.403 -2.175 6.578  -0.414
H 2.623 3.637 1.379  0.323
H 3.467 4.464 0.061  0.427
H -5.910 4.013 -4.888  0.330
H -5.565 2.546 -3.156  0.645
N -2.049 1.943 -3.347  1.297
H 5.580 2.782 6.649  0.351
H -6.244 1.100 -8.742  0.309
H -4.383 3.425 -5.763  0.241
H -4.307 3.737 -2.650  0.237
H 4.375 -6.096 5.579  0.268
H -0.955 -1.236 -6.220  0.203
C -0.808 0.861 -5.409  -0.781
H -6.519 -1.239 -7.621  0.244
H -6.081 -5.095 -4.206  0.278
H 0.274 -0.207 -7.099  0.422
H 5.996 -6.572 7.379  0.182
O 0.018 3.601 -3.998  -0.594
H 0.584 5.149 6.565  0.295
H -5.602 -0.276 -5.770  0.372
H 5.082 3.633 1.808  0.253
H -3.765 1.282 -2.390  0.011
H 4.779 -6.272 8.619  0.248
H -4.304 -4.390 -1.151  0.278
H 6.721 3.777 4.595  0.312
H -1.707 -1.066 -1.572  0.242
H -4.772 -2.244 -3.021  0.065
C -4.530 2.959 -3.472  -1.019
H -4.459 -5.308 -2.766  0.301
H -4.315 4.871 -4.644  0.381
H 3.059 -6.011 6.752  0.333
C -1.258 0.715 -3.850  0.560
H -8.457 -5.299 -4.319  0.265
H 0.036 1.640 -5.545  0.550
H -5.914 1.451 -5.350  0.368
C -6.579 -4.209 -3.667  0.278
H 6.275 -1.546 4.800  0.322
C -2.049 -0.673 -3.752  -1.338
C 4.505 4.551 1.953  -0.249
C -5.047 0.727 -5.592  -1.026
C -2.395 3.021 -0.889  -0.427
C -5.682 -1.115 -8.384  -0.891
O -2.000 4.700 -3.423  -0.505
H -0.531 2.491 -1.796  0.741
H 7.635 -4.024 9.442  0.366
H 9.533 -3.329 8.029  0.413
C -3.968 -3.049 -2.986  0.097
C -4.064 0.450 -4.357  0.033
C -3.572 1.690 -3.468  -0.119
C -4.777 3.822 -4.777  -1.233
H -1.644 1.195 -6.099  0.079
H -6.043 -1.625 -9.353  0.344
O 6.175 -3.750 8.044  -0.271
H -3.566 -0.816 -1.974  0.372
C -5.324 0.429 -8.612  -0.398
H 1.082 3.476 6.444  0.284
H 4.750 1.640 5.588  0.200
C 5.203 2.636 5.633  -0.307
F -1.863 3.651 -5.685  -0.237
H -4.793 -1.730 -8.008  0.209
C -0.141 -0.437 -6.060  -1.191
C -2.563 -1.205 -2.337  -0.590
O 2.388 2.353 4.565  -0.697
H 7.176 2.093 4.936  0.477
O -6.109 -4.093 -2.310  -0.438
H 4.637 -7.689 7.556  0.417
O -2.706 -2.664 -2.408  -0.497
H 0.505 3.643 3.891  0.285
H -8.608 -3.477 -4.381  0.260
H -1.572 1.077 -1.330  0.242
H -4.759 -0.193 -3.676  0.029
I -1.447 4.839 -0.061  0.117
H 8.269 -2.079 7.959  0.256
S -4.219 1.054 -7.221  -0.024
C 4.124 -5.815 6.607  -0.321
C -8.199 -4.351 -3.746  -0.990
O 0.014 0.511 -3.212  -0.554
H 6.029 2.463 3.643  0.147
H -1.386 -1.568 -4.069  0.871
H -4.723 0.508 -9.590  0.343
P 3.268 3.499 4.058  1.112
O 4.322 -4.424 6.799  -0.391
H 5.771 -0.286 5.910  0.215
O -3.539 2.830 -0.415  -0.451
H 0.283 5.361 4.168  0.341
H 3.415 -0.650 5.465  0.251